1.
Formula: C5H12NPS2
Source: the OMol25 dataset
Level of theory: ωB97M-V/def2-TZVPD

- lowest unoccupied orbital energy (eV) = 0.657
- energy above the lowest of the compared OMol25 structures with the same formula, charge and spin (kJ/mol) = 0.0
- HOMO (eV) = -8.4523
- SMILES = CN(C)[P@]1(=S)CCCS1

Structure (ORCA input):
```
! wB97M-V def2-TZVPD RIJCOSX def2/J DEFGRID3
* xyz 0 1
C -2.082 0.928 1.285
C -0.534 0.837 1.290
C -2.466 0.121 0.020
C 0.981 -0.907 -2.176
C 2.088 -0.830 0.127
N 1.052 -0.288 -0.827
P 0.212 1.177 -0.412
S 0.918 2.979 -0.538
S -1.509 0.787 -1.531
H -2.479 0.480 2.056
H -2.437 1.937 1.218
H -0.063 1.674 1.748
H -0.314 0.028 1.891
H -1.949 -0.844 0.024
H -3.473 0.010 -0.205
H 1.513 -0.312 -2.918
H 1.425 -1.852 -2.107
H -0.064 -1.036 -2.468
H 2.341 -1.869 -0.142
H 2.934 -0.284 0.295
H 1.612 -0.895 1.013
*
```

---

2.
Formula: C5H12NS
Source: the OMol25 dataset
Level of theory: ωB97M-V/def2-TZVPD

- lowest unoccupied orbital energy (eV) = 3.482
- energy above the lowest of the compared OMol25 structures with the same formula, charge and spin (kJ/mol) = 57.9
- HOMO (eV) = -2.2354
- SMILES = CCN[C@@H](C)C[S-]

Structure (ORCA input):
```
! wB97M-V def2-TZVPD RIJCOSX def2/J DEFGRID3
* xyz -1 1
C 0.499 -0.849 1.199
N -0.389 0.059 0.494
C 0.252 0.739 -0.666
C -0.429 2.114 -0.956
S 0.604 3.076 -2.176
C 0.173 -0.158 -1.888
C -0.257 -1.639 2.288
H 0.926 -1.601 0.519
H 1.291 -0.328 1.735
H -1.255 -0.408 0.260
H 1.257 0.912 -0.277
H -1.331 1.774 -1.489
H -0.605 2.753 -0.106
H -0.817 -0.446 -2.255
H 0.758 -1.064 -1.783
H 0.716 0.389 -2.676
H 0.334 -2.496 2.585
H -0.426 -0.980 3.151
H -1.300 -1.848 2.042
*
```

---

3.
Formula: C5H12NS2
Source: the OMol25 dataset
Level of theory: ωB97M-V/def2-TZVPD

- ⟨S²⟩ = 0.753
- lowest unoccupied orbital energy (alpha / beta) (eV) = -3.129 / -3.129
- energy above the lowest of the compared OMol25 structures with the same formula, charge and spin (kJ/mol) = 896.5
- HOMO (alpha / beta) (eV) = -7.8636 / -7.8605

Structure (ORCA input):
```
! wB97M-V def2-TZVPD RIJCOSX def2/J DEFGRID3
* xyz 0 2
C -0.843 -0.585 1.519
C -2.057 -0.072 0.697
S -3.558 -0.506 1.678
C 0.589 -0.245 1.020
N 0.963 1.157 0.851
C 1.064 1.416 -0.876
C 2.355 0.985 -1.597
S 2.558 -0.679 -2.446
H -0.948 -1.665 1.455
H -0.909 -0.120 2.507
H -2.034 -0.751 -0.169
H -2.070 0.992 0.457
H 0.784 -0.805 0.107
H 1.231 -0.739 1.762
H 0.158 1.541 0.148
H 0.967 2.517 -1.052
H 0.313 0.781 -1.442
H 3.203 1.141 -0.922
H 2.366 1.570 -2.518
H -0.910 0.659 -0.768
*
```

---

4.
Formula: C5H12NS2
Source: the OMol25 dataset
Level of theory: ωB97M-V/def2-TZVPD

- lowest unoccupied orbital energy (eV) = -4.858
- energy above the lowest of the compared OMol25 structures with the same formula, charge and spin (kJ/mol) = 317.7
- HOMO (eV) = -12.8031

Structure (ORCA input):
```
! wB97M-V def2-TZVPD RIJCOSX def2/J DEFGRID3
* xyz 1 1
C 1.500 -1.422 0.010
C 2.696 -0.583 -0.498
C 0.001 0.629 0.144
C -2.421 0.178 -0.098
C -1.144 0.412 -0.853
N 0.523 -0.597 0.768
S 2.140 0.974 -1.014
S -0.323 1.903 1.465
H 0.905 -1.912 -0.759
H 1.923 -2.216 0.591
H 3.445 -0.569 0.424
H 3.291 -1.273 -1.285
H -3.276 0.012 -0.831
H -2.669 1.016 0.688
H -2.514 -0.760 0.572
H -1.176 1.376 -1.489
H -0.982 -0.508 -1.458
H -0.253 -1.191 1.008
H 0.919 -0.329 1.688
H -0.421 2.918 0.637
*
```

---

5.
Formula: C5H12O
Source: the OMol25 dataset
Level of theory: ωB97M-V/def2-TZVPD

- lowest unoccupied orbital energy (eV) = 0.701
- energy above the lowest of the compared OMol25 structures with the same formula, charge and spin (kJ/mol) = 313.8
- HOMO (eV) = -8.8076

Structure (ORCA input):
```
! wB97M-V def2-TZVPD RIJCOSX def2/J DEFGRID3
* xyz 0 1
C -0.924 1.262 -0.259
C -0.362 -0.153 -0.173
C -1.119 -1.142 -1.048
C -0.260 -0.621 1.275
C 2.479 0.162 -0.413
O 2.490 1.025 0.585
H -0.931 1.619 -1.295
H -0.316 1.957 0.337
H -1.949 1.297 0.129
H -1.105 -0.821 -2.096
H -0.655 -2.134 -0.997
H -2.162 -1.230 -0.722
H -1.252 -0.581 1.736
H 0.100 -1.654 1.352
H 0.410 0.014 1.869
H 2.435 -0.818 0.126
H 0.638 -0.101 -0.611
H 2.483 1.917 0.205
*
```

---

6.
Formula: C5H12O
Source: the OMol25 dataset
Level of theory: ωB97M-V/def2-TZVPD

- lowest unoccupied orbital energy (eV) = 0.853
- energy above the lowest of the compared OMol25 structures with the same formula, charge and spin (kJ/mol) = 111.5
- HOMO (eV) = -9.9846
- SMILES = CC=O.CCC

Structure (ORCA input):
```
! wB97M-V def2-TZVPD RIJCOSX def2/J DEFGRID3
* xyz 0 1
C -1.124 -0.059 0.871
C -2.581 0.191 0.508
C -3.047 1.667 0.636
H -0.496 0.798 0.661
H -0.963 -0.366 1.902
H -0.821 -0.931 0.285
H -2.770 -0.098 -0.526
H -3.333 -0.428 1.016
H -2.452 2.205 -0.117
H -2.721 2.011 1.616
H -4.080 1.729 0.300
O 4.605 -1.442 0.362
C 3.567 -1.212 -0.192
C 3.410 -0.695 -1.593
H 2.599 -1.513 0.256
H 3.476 0.374 -1.769
H 4.227 -1.161 -2.146
H 2.504 -1.069 -2.070
*
```